[1]
23
Properties=species:S:1:pos:R:3:forces:R:3 method="wB97M-V/def2-TZVPD" spin_multiplicity=1 charge=+1 smiles="C=Cc1ccccc1C(C)=[NH2+]" e_tot_ha=-442.7029 lumo_ev=-4.74 orbital_gap_ev=8.6682 e_homo_ha=-0.493
C 0.065763 2.994573 -0.717485 0.0779 -2.0164 0.4261
C 0.091835 2.094325 0.288397 1.2199 1.2757 -0.7056
C 0.712316 0.727560 0.202187 -0.3238 -1.6563 -0.7082
C 2.098523 0.651971 0.326934 -2.7412 -4.8297 -0.1468
C 2.700488 -0.661811 0.273841 2.6893 2.7355 -0.8219
C 2.054393 -1.797917 -0.196608 1.9421 -1.3300 -0.0010
C 0.690826 -1.765412 -0.208694 -1.6926 1.0767 -0.9436
C -0.006362 -0.562142 -0.040007 0.7202 2.9909 1.5194
C -1.447357 -0.571027 0.111776 -0.3554 -0.3173 -1.1618
C -2.228697 -1.790208 -0.227685 -0.1006 1.5861 -0.9880
N -2.138245 0.459178 0.527532 -0.4217 -1.7818 0.4029
H -0.118208 4.040982 -0.597273 -0.2450 0.3164 0.2537
H 0.270395 2.625223 -1.712367 -0.0067 0.1992 -0.2460
H 0.067189 2.512348 1.284096 -0.4086 -0.0681 0.4710
H 2.652779 1.477504 0.506020 1.7475 2.4215 0.5484
H 3.862220 -0.538713 0.399554 -2.3276 -1.0591 -0.3071
H 2.649054 -2.709157 -0.574335 -1.0827 1.4936 1.0912
H 0.016135 -2.544441 -0.510332 0.5974 -0.8730 0.0638
H -1.849618 -2.198448 -1.154801 0.1138 -0.7845 0.2858
H -3.265154 -1.547910 -0.405385 -0.3637 0.2256 0.0029
H -2.193675 -2.331774 0.671847 0.1913 -1.7420 0.7893
H -1.556889 1.132894 0.957561 -0.2491 1.5606 0.5280
H -3.127700 0.302406 0.795223 1.0195 0.5764 -0.3525



[2]
24
Properties=species:S:1:pos:R:3:forces:R:3 method="wB97M-V/def2-TZVPD" spin_multiplicity=1 charge=0 smiles="C#CCN(C)C(=C)c1ccc[nH]1" e_tot_ha=-497.6342 lumo_ev=0.89 orbital_gap_ev=8.6514 e_homo_ha=-0.285
C 1.728537 -0.050046 -3.067548 0.3110 -0.0467 -0.1804
C 1.029188 0.488276 -2.245853 0.0586 -0.3701 -0.7681
C 0.032911 0.991209 -1.286707 0.4970 -1.0737 0.6276
N -0.188163 -0.013548 -0.233819 0.0499 -0.9224 -0.2770
C -0.740232 -1.362231 -0.610912 -0.5043 2.0606 -0.7903
C -0.369914 0.443341 1.075506 -2.5835 0.1857 1.7045
C -1.607679 0.373659 1.716569 2.4163 0.6256 -0.3914
C 0.829742 0.998188 1.741087 -0.1840 0.1292 0.0488
C 2.088375 1.111848 1.257280 1.9025 -0.0760 -0.6174
C 2.943870 1.663795 2.271433 -0.3840 -0.2724 -0.5017
C 2.140422 1.922857 3.364516 0.7695 -0.7298 -1.5628
N 0.874583 1.517835 3.011537 -1.5347 -0.0227 1.1356
H 2.380216 -0.526254 -3.804567 -0.6212 0.5104 0.7581
H 0.390888 1.914913 -0.836796 -0.0806 0.0043 0.1225
H -0.908578 1.179810 -1.778231 -0.3586 0.3269 -0.5048
H -0.101885 -2.154012 -0.289424 0.6404 -0.4784 0.1613
H -0.886151 -1.399121 -1.710411 0.3803 0.0050 0.6102
H -1.724393 -1.521188 -0.186248 -0.1884 0.0363 0.1962
H -1.726182 0.683851 2.764082 0.1706 -0.2161 -0.4941
H -2.528144 0.114121 1.221652 0.0887 -0.3047 -0.2322
H 2.436591 0.807239 0.276115 -0.2071 -0.0478 0.1676
H 4.033997 1.764331 2.179042 -0.7682 0.1878 0.1981
H 2.540098 2.291370 4.283815 -0.7773 0.1287 0.6343
H 0.032150 1.460004 3.588132 0.9071 0.3602 -0.0448



[3]
31
Properties=species:S:1:pos:R:3:forces:R:3 method="wB97M-V/def2-TZVPD" spin_multiplicity=7 charge=+3 e_tot_ha=-2095.4603 lumo_ev="-13.96 / -13.73" orbital_gap_ev="5.2258 / 5.4817" e_homo_ha="-0.705 / -0.706"
O 3.269509 -3.141474 -1.709541 -3.6079 3.4043 -1.1961
C 2.453181 -2.371351 -1.972913 4.4994 -4.3502 1.5409
Tb 0.704205 -0.681114 -2.480462 -2.4335 0.2843 3.3565
O 2.592641 -0.991414 -5.507573 -1.9317 0.6610 4.6510
C 2.119935 -0.851603 -4.462696 3.3323 -0.7968 -6.1535
C 0.121278 0.809981 -4.315703 -1.7643 4.3870 -5.4776
O -0.105142 1.497471 -5.220045 1.0706 -3.3095 4.4138
C 2.542574 0.969192 -2.292739 4.9473 4.4127 0.7087
O 3.404399 1.731043 -2.197044 -3.9322 -3.4680 -0.4707
C 0.033526 -2.296154 -4.170465 -1.9055 -4.8719 -5.3891
O -0.192334 -3.024138 -5.044739 1.0559 3.5865 4.3967
C -1.806677 3.040378 1.980569 0.2364 0.1588 0.1630
C -1.916548 1.551060 1.730677 -0.4871 0.3478 0.5988
N -0.766440 1.168589 0.881740 0.2712 -0.6020 -1.1587
C -0.709183 -0.146403 0.458794 1.5573 0.1284 1.4684
S -1.510794 -0.698803 -0.960320 0.5831 -0.1529 -1.5869
N -0.008911 -1.003644 1.195483 -0.8051 0.2511 -0.4305
C 0.486602 -0.738583 2.573862 0.5315 0.2383 -0.2136
C -0.341097 -1.471441 3.606496 -0.3508 -0.2512 0.0066
H -0.868042 3.270159 2.500862 -0.2785 0.0052 -0.0418
H -2.644764 3.372693 2.591307 0.0593 0.0609 -0.0288
H -1.819575 3.607679 1.038980 -0.1075 -0.1475 0.1874
H -1.859185 0.979302 2.665849 -0.0602 0.1549 -0.2148
H -2.866405 1.319487 1.222811 0.2847 -0.0838 0.1209
H -0.688503 1.819180 0.094071 -0.4774 -0.3044 0.2740
H 0.016606 -1.976235 0.882349 -0.3738 0.2448 0.3075
H 1.517936 -1.112679 2.585891 -0.1493 0.2371 0.0866
H 0.478146 0.348715 2.692746 0.1016 -0.2789 0.0514
H -0.210000 -2.550566 3.496750 -0.0783 0.0589 0.1175
H -0.020254 -1.189667 4.609049 0.1052 -0.0083 -0.0691
H -1.406685 -1.239661 3.525951 0.1074 0.0032 -0.0185